ORCA calculation (ωB97M-V/def2-TZVPD) on the molecule C19H23N3O2.

## Properties
LUMO energy = 0.75 eV
Gap between HOMO and LUMO = 8.4 eV

Last column: Löwdin charge in e.
Atoms and positions in Å:
C (0.259, 0.750, 2.837)  -0.069
O (1.108, 0.145, 1.893)  -0.118
C (0.662, -0.951, 1.209)  -0.203
C (-0.526, -1.599, 1.516)  -0.022
C (-0.955, -2.701, 0.795)  -0.105
C (-0.179, -3.181, -0.241)  -0.104
C (1.012, -2.550, -0.550)  -0.033
C (1.456, -1.419, 0.137)  -0.164
N (2.661, -0.844, -0.273)  -0.096
C (3.481, 0.002, 0.563)  -0.118
C (3.239, 1.516, 0.288)  -0.105
N (2.219, 1.647, -0.727)  -0.058
C (0.937, 1.917, -0.296)  -0.498
O (0.732, 2.712, 0.595)  0.067
N (-0.056, 1.251, -0.985)  0.161
C (-1.406, 1.216, -0.624)  -0.224
C (-2.036, 2.266, 0.034)  -0.026
C (-3.374, 2.150, 0.369)  -0.076
C (-4.090, 1.011, 0.051)  -0.062
C (-3.474, -0.041, -0.617)  -0.280
C (-4.242, -1.275, -0.982)  -0.048
C (-2.135, 0.075, -0.952)  0.003
C (2.570, 0.960, -1.945)  -0.119
C (2.854, -0.548, -1.673)  -0.130
H (0.762, 1.670, 3.128)  0.097
H (0.116, 0.112, 3.715)  0.099
H (-0.710, 1.005, 2.398)  0.092
H (-1.143, -1.233, 2.320)  0.109
H (-1.889, -3.175, 1.052)  0.103
H (-0.487, -4.049, -0.804)  0.100
H (1.626, -2.951, -1.343)  0.110
H (3.293, -0.238, 1.605)  0.120
H (4.526, -0.247, 0.335)  0.119
H (4.157, 2.000, -0.060)  0.120
H (2.882, 2.027, 1.180)  0.116
H (0.233, 0.433, -1.501)  0.121
H (-1.476, 3.148, 0.295)  0.105
H (-3.861, 2.963, 0.886)  0.103
H (-5.133, 0.933, 0.322)  0.106
H (-4.751, -1.130, -1.935)  0.084
H (-3.576, -2.129, -1.079)  0.067
H (-4.996, -1.496, -0.230)  0.077
H (-1.640, -0.741, -1.463)  0.116
H (3.476, 1.443, -2.330)  0.121
H (1.786, 1.100, -2.691)  0.119
H (2.200, -1.171, -2.281)  0.105
H (3.891, -0.784, -1.938)  0.120



ORCA calculation (ωB97M-V/def2-TZVPD) on the molecule C19H23N3O5.

## Properties
LUMO energy = 0.42 eV
Gap between HOMO and LUMO = 8.3 eV

Last column: Löwdin charge in e.
Atoms and positions in Å:
C (5.851, 3.497, 0.582)  -0.061
C (5.544, 2.738, -0.701)  -0.218
O (4.333, 1.989, -0.595)  -0.016
C (4.437, 0.799, 0.042)  -0.539
O (5.475, 0.331, 0.441)  0.096
N (3.230, 0.198, 0.195)  -0.035
C (3.160, -1.147, 0.727)  -0.093
C (2.691, -2.120, -0.363)  -0.100
N (1.448, -1.644, -0.939)  -0.058
C (0.290, -2.096, -0.412)  -0.082
C (-1.067, -1.759, -0.491)  -0.120
N (-1.811, -0.839, -1.127)  0.073
C (-3.199, -0.619, -0.775)  -0.101
C (-3.369, 0.582, 0.125)  -0.123
C (-2.502, 0.800, 1.182)  -0.030
C (-2.641, 1.901, 2.009)  -0.088
C (-3.668, 2.797, 1.776)  -0.084
C (-4.551, 2.596, 0.729)  -0.022
C (-4.412, 1.492, -0.105)  -0.227
O (-5.230, 1.218, -1.162)  -0.093
C (-6.324, 2.068, -1.409)  -0.081
C (-1.456, -2.885, 0.376)  -0.284
O (-2.503, -3.285, 0.832)  0.092
C (0.009, -3.256, 0.450)  -0.279
O (0.692, -4.105, 0.978)  0.088
C (1.574, -0.319, -1.501)  -0.104
C (2.003, 0.669, -0.404)  -0.102
H (6.740, 4.104, 0.442)  0.077
H (6.029, 2.793, 1.391)  0.075
H (5.017, 4.142, 0.849)  0.077
H (6.365, 2.055, -0.939)  0.121
H (5.374, 3.423, -1.534)  0.122
H (4.152, -1.419, 1.090)  0.128
H (2.450, -1.165, 1.561)  0.137
H (2.537, -3.112, 0.061)  0.119
H (3.440, -2.175, -1.158)  0.135
H (-1.354, -0.062, -1.586)  0.133
H (-3.560, -1.518, -0.268)  0.130
H (-3.779, -0.472, -1.688)  0.125
H (-1.712, 0.086, 1.367)  0.111
H (-1.958, 2.054, 2.830)  0.101
H (-3.791, 3.659, 2.413)  0.104
H (-5.346, 3.307, 0.571)  0.102
H (-6.839, 1.639, -2.267)  0.095
H (-7.008, 2.099, -0.555)  0.098
H (-5.999, 3.084, -1.654)  0.096
H (0.635, -0.011, -1.959)  0.111
H (2.346, -0.352, -2.277)  0.136
H (2.159, 1.665, -0.813)  0.126
H (1.227, 0.711, 0.371)  0.132



ORCA calculation (ωB97M-V/def2-TZVPD) on the ion C19H23N4O5 with charge -1 in a non-equilibrium geometry.

## Properties
LUMO energy = 2.56 eV
Total charge = -1
Gap between HOMO and LUMO = 7.2 eV

Last column: Löwdin charge in e.
Atoms and positions in Å:
C (2.420, 3.352, 2.822)  -0.036
N (1.662, 3.169, 1.548)  0.055
C (2.007, 2.327, 0.583)  -0.474
O (3.082, 1.737, 0.595)  0.017
C (0.964, 2.114, -0.538)  -0.184
C (1.325, 2.789, -1.875)  -0.134
C (1.486, 4.312, -1.785)  -0.129
C (0.257, 5.026, -1.241)  -0.703
O (-0.588, 5.415, -2.104)  -0.085
O (0.162, 5.191, 0.020)  -0.103
N (0.721, 0.671, -0.819)  0.137
C (-0.062, -0.104, -0.097)  -0.460
O (-0.704, 0.367, 0.835)  0.069
C (-0.144, -1.593, -0.448)  -0.180
C (1.089, -2.299, 0.128)  -0.069
C (1.261, -2.164, 1.640)  -0.149
C (2.099, -1.350, 2.339)  -0.045
N (1.908, -1.496, 3.693)  0.068
C (0.834, -2.311, 3.979)  -0.195
C (0.180, -2.744, 5.146)  -0.035
C (-0.900, -3.638, 5.074)  -0.111
C (-1.278, -4.202, 3.838)  -0.096
C (-0.612, -3.731, 2.687)  -0.039
C (0.463, -2.806, 2.687)  -0.114
N (-1.415, -2.154, 0.067)  0.115
C (-2.158, -3.090, -0.523)  -0.553
C (-3.406, -3.576, 0.213)  0.012
O (-1.873, -3.535, -1.626)  0.025
H (1.937, 4.139, 3.371)  0.075
H (2.459, 2.438, 3.409)  0.069
H (3.431, 3.621, 2.628)  0.063
H (0.866, 3.788, 1.381)  0.110
H (0.033, 2.553, -0.186)  0.141
H (0.546, 2.505, -2.612)  0.130
H (2.241, 2.330, -2.208)  0.100
H (1.805, 4.653, -2.737)  0.092
H (2.272, 4.581, -1.106)  0.100
H (1.318, 0.229, -1.468)  0.130
H (-0.115, -1.621, -1.530)  0.146
H (2.003, -1.864, -0.293)  0.123
H (1.020, -3.360, -0.073)  0.118
H (2.770, -0.594, 1.902)  0.130
H (2.408, -0.949, 4.394)  0.156
H (0.509, -2.303, 6.094)  0.102
H (-1.404, -3.947, 5.982)  0.088
H (-2.042, -4.960, 3.731)  0.087
H (-0.931, -4.107, 1.713)  0.087
H (-1.846, -1.798, 0.914)  0.142
H (-4.028, -4.015, -0.556)  0.080
H (-3.916, -2.744, 0.589)  0.060
H (-3.200, -4.325, 0.964)  0.069



ORCA calculation (ωB97M-V/def2-TZVPD) on a cluster of 2 separate species, C19H23N4O6 in total in a non-equilibrium geometry.

## Properties
LUMO energy = 2.28 eV
Total charge = -1
Gap between HOMO and LUMO = 6.6 eV

Last column: Löwdin charge in e.
Atoms and positions in Å:
O (-0.331, -0.861, -1.308)  0.079
O (-2.443, 3.486, -0.311)  0.037
O (2.511, 4.012, 1.324)  -0.077
O (-0.295, 3.425, -3.156)  0.019
O (1.834, 2.484, 2.781)  -0.082
N (3.760, -1.411, -1.855)  0.044
O (-0.149, -2.390, 0.392)  0.015
C (0.339, -1.584, -0.579)  -0.423
C (-2.019, 2.348, -0.474)  -0.551
C (2.153, 2.850, 1.629)  -0.752
C (0.157, 3.909, -2.119)  -0.461
C (2.475, -1.144, -1.951)  -0.086
C (1.770, -1.645, -0.795)  -0.154
C (2.709, -2.201, 0.018)  -0.011
C (-2.628, -6.060, 2.754)  -0.101
C (-3.556, -5.040, 2.521)  -0.087
C (-1.348, -5.976, 2.198)  -0.085
C (-3.202, -3.935, 1.740)  -0.040
C (-0.998, -4.874, 1.411)  -0.028
C (-1.919, -3.836, 1.181)  -0.181
N (3.911, -2.035, -0.649)  -0.016
N (0.570, 5.181, -2.132)  0.028
N (-0.743, 2.054, -0.697)  0.129
C (-2.969, 1.177, -0.422)  -0.003
C (-1.563, -2.632, 0.339)  -0.109
C (1.188, 5.913, -1.026)  -0.067
C (2.103, 1.791, 0.516)  -0.125
C (1.694, 2.368, -0.848)  -0.136
C (0.318, 3.058, -0.840)  -0.196
H (2.006, -0.636, -2.789)  0.123
H (2.540, -2.659, 0.989)  0.136
H (-2.902, -6.915, 3.364)  0.095
H (-4.551, -5.100, 2.950)  0.098
H (-0.624, -6.766, 2.377)  0.098
H (-3.928, -3.144, 1.574)  0.113
H (-0.001, -4.825, 0.983)  0.109
H (4.818, -2.289, -0.255)  0.153
H (0.434, 5.660, -3.006)  0.131
H (-0.502, 1.088, -0.873)  0.097
H (-2.743, 0.589, 0.464)  0.068
H (-2.834, 0.574, -1.318)  0.077
H (-3.988, 1.554, -0.375)  0.077
H (-1.891, -2.820, -0.690)  0.145
H (-2.094, -1.749, 0.707)  0.124
H (0.518, 5.932, -0.164)  0.089
H (1.407, 6.938, -1.326)  0.075
H (2.119, 5.428, -0.724)  0.068
H (1.399, 1.001, 0.787)  0.091
H (3.089, 1.329, 0.414)  0.107
H (1.682, 1.565, -1.585)  0.094
H (2.455, 3.083, -1.163)  0.114
H (0.263, 3.729, 0.017)  0.135



ORCA calculation (ωB97M-V/def2-TZVPD) on a structure of composition C19H23N5NiO2PS3.

## Properties
Spin multiplicity = 2
LUMO energy (spin up / spin down) = -0.07 / -0.09 eV
Gap between HOMO and LUMO (spin up / spin down) = 7.1 / 6.5 eV
Expectation value of S² = 0.758

Last column: Löwdin charge in e.
Atoms and positions in Å:
Ni (-0.901, -1.395, -0.125)  -0.267
C (-3.575, 2.744, 1.741)  -0.082
C (-2.485, 3.194, 0.797)  -0.308
O (-2.383, 2.264, -0.298)  -0.349
P (-1.105, 1.299, -0.405)  -0.109
S (-1.524, 0.044, -1.884)  0.359
S (-0.622, 0.513, 1.341)  0.402
O (0.095, 2.295, -0.790)  -0.370
C (0.059, 3.013, -2.034)  -0.304
C (0.896, 4.259, -1.868)  -0.074
H (-3.675, 3.453, 2.564)  0.077
H (-3.333, 1.764, 2.151)  0.060
H (-4.529, 2.681, 1.219)  0.078
H (-1.523, 3.272, 1.311)  0.093
H (-2.712, 4.163, 0.351)  0.117
H (-0.975, 3.257, -2.292)  0.108
H (0.454, 2.358, -2.814)  0.106
H (0.498, 4.880, -1.066)  0.078
H (0.894, 4.840, -2.791)  0.076
H (1.925, 4.004, -1.617)  0.064
C (2.319, -4.255, -0.103)  -0.049
C (1.168, -3.542, -0.371)  -0.123
N (0.817, -2.447, 0.314)  -0.003
C (1.627, -2.025, 1.279)  -0.093
C (2.838, -2.642, 1.588)  -0.195
C (3.165, -3.799, 0.898)  -0.014
C (3.720, -2.100, 2.635)  -0.034
C (4.011, -0.822, 2.900)  -0.027
C (3.620, 0.395, 2.160)  -0.276
C (3.656, 1.629, 2.800)  -0.006
C (3.299, 2.734, 2.048)  -0.122
N (2.929, 2.644, 0.775)  0.096
C (2.924, 1.420, 0.260)  -0.199
N (3.269, 0.297, 0.873)  0.146
H (2.553, -5.143, -0.672)  0.104
H (0.489, -3.841, -1.159)  0.097
H (1.300, -1.144, 1.809)  0.048
H (4.084, -4.327, 1.123)  0.118
H (4.179, -2.846, 3.275)  0.112
H (4.630, -0.627, 3.769)  0.106
H (3.950, 1.724, 3.835)  0.109
H (3.312, 3.727, 2.484)  0.108
H (2.604, 1.328, -0.771)  0.111
S (-2.464, -3.081, 0.461)  0.690
C (-3.312, -2.805, -0.945)  -0.846
N (-2.981, -3.475, -2.103)  0.062
C (-3.513, -3.201, -3.316)  -0.069
C (-4.473, -2.251, -3.416)  -0.046
C (-4.868, -1.655, -2.190)  -0.121
N (-4.348, -1.921, -1.025)  0.080
H (-2.251, -4.164, -1.999)  0.132
H (-3.136, -3.774, -4.151)  0.130
H (-4.925, -1.988, -4.358)  0.104
H (-5.672, -0.925, -2.196)  0.118



ORCA calculation (ωB97M-V/def2-TZVPD) on the molecule C19H23NO3.

## Properties
LUMO energy = 0.62 eV
Gap between HOMO and LUMO = 8.4 eV

Last column: Löwdin charge in e.
Atoms and positions in Å:
C (-1.655, -1.901, 2.872)  -0.076
C (-2.531, -2.077, 1.630)  -0.169
C (-2.138, -1.118, 0.529)  -0.229
N (-1.561, -1.451, -0.559)  0.060
C (-1.109, -2.757, -0.925)  -0.192
C (0.297, -3.028, -0.347)  -0.123
C (1.227, -1.894, -0.674)  -0.244
C (1.939, -1.874, -1.857)  -0.045
C (2.751, -0.794, -2.177)  -0.012
C (2.853, 0.290, -1.324)  -0.199
O (3.618, 1.396, -1.545)  -0.064
C (4.329, 1.482, -2.752)  -0.089
C (2.122, 0.284, -0.116)  -0.190
O (2.272, 1.386, 0.670)  -0.054
C (1.487, 1.489, 1.829)  -0.069
C (1.331, -0.807, 0.192)  0.020
C (-2.390, 0.314, 0.734)  -0.099
C (-3.196, 0.779, 1.779)  -0.049
C (-3.368, 2.124, 2.025)  -0.096
C (-2.724, 3.059, 1.227)  -0.082
C (-1.942, 2.638, 0.175)  -0.017
C (-1.777, 1.278, -0.103)  -0.278
O (-1.028, 0.958, -1.160)  0.062
H (-1.984, -2.576, 3.660)  0.077
H (-1.705, -0.880, 3.245)  0.069
H (-0.616, -2.129, 2.644)  0.061
H (-2.438, -3.103, 1.274)  0.099
H (-3.579, -1.917, 1.892)  0.110
H (-1.789, -3.564, -0.618)  0.109
H (-1.045, -2.756, -2.018)  0.120
H (0.667, -3.962, -0.774)  0.116
H (0.219, -3.148, 0.734)  0.103
H (1.870, -2.705, -2.544)  0.112
H (3.297, -0.812, -3.107)  0.103
H (3.660, 1.451, -3.618)  0.097
H (4.839, 2.444, -2.726)  0.093
H (5.074, 0.682, -2.841)  0.095
H (0.416, 1.449, 1.599)  0.084
H (1.723, 2.462, 2.258)  0.098
H (1.732, 0.707, 2.557)  0.097
H (0.772, -0.821, 1.114)  0.101
H (-3.717, 0.076, 2.409)  0.103
H (-4.001, 2.445, 2.838)  0.098
H (-2.844, 4.114, 1.422)  0.104
H (-1.441, 3.342, -0.471)  0.119
H (-1.023, -0.038, -1.219)  0.067



ORCA calculation (ωB97M-V/def2-TZVPD) on the molecule C19H23NO4.

## Properties
LUMO energy = 0.58 eV
Gap between HOMO and LUMO = 8.6 eV

Last column: Löwdin charge in e.
Atoms and positions in Å:
C (1.021, 3.296, 0.649)  -0.083
O (2.291, 2.729, 0.452)  -0.062
C (2.380, 1.381, 0.264)  -0.185
C (1.300, 0.515, 0.260)  0.025
C (1.507, -0.843, 0.036)  -0.132
C (0.398, -1.836, -0.015)  -0.449
O (0.454, -2.844, -0.694)  0.066
N (-0.664, -1.547, 0.776)  0.066
C (-1.854, -2.362, 0.811)  -0.182
C (-3.051, -1.671, 0.152)  -0.167
C (-3.500, -0.416, 0.912)  -0.168
C (-4.723, 0.172, 0.268)  -0.248
C (-4.605, 1.092, -0.766)  -0.047
C (-5.729, 1.605, -1.387)  -0.087
C (-6.990, 1.203, -0.981)  -0.098
C (-7.119, 0.285, 0.047)  -0.087
C (-5.993, -0.227, 0.665)  -0.048
C (2.791, -1.315, -0.187)  0.039
C (3.891, -0.467, -0.160)  -0.174
O (5.176, -0.913, -0.334)  -0.108
C (5.378, -2.274, -0.633)  -0.074
C (3.693, 0.905, 0.062)  -0.119
O (4.643, 1.876, 0.128)  -0.047
C (5.935, 1.666, -0.394)  -0.066
H (0.364, 3.131, -0.212)  0.096
H (1.194, 4.365, 0.766)  0.095
H (0.540, 2.910, 1.554)  0.096
H (0.301, 0.899, 0.381)  0.099
H (-0.636, -0.729, 1.360)  0.124
H (-2.092, -2.614, 1.850)  0.123
H (-1.613, -3.278, 0.267)  0.118
H (-3.882, -2.378, 0.111)  0.118
H (-2.789, -1.402, -0.872)  0.123
H (-3.717, -0.683, 1.949)  0.118
H (-2.696, 0.323, 0.906)  0.105
H (-3.622, 1.409, -1.087)  0.111
H (-5.621, 2.322, -2.188)  0.101
H (-7.869, 1.605, -1.464)  0.099
H (-8.101, -0.032, 0.368)  0.101
H (-6.099, -0.943, 1.468)  0.112
H (2.903, -2.370, -0.372)  0.112
H (4.864, -2.566, -1.553)  0.101
H (5.052, -2.920, 0.188)  0.098
H (6.454, -2.381, -0.769)  0.095
H (6.512, 0.966, 0.214)  0.091
H (5.899, 1.303, -1.424)  0.100
H (6.410, 2.646, -0.372)  0.095



ORCA calculation (ωB97M-V/def2-TZVPD) on the molecule C19H23NO5S.

## Properties
LUMO energy = 0.60 eV
Gap between HOMO and LUMO = 9.2 eV

Last column: Löwdin charge in e.
Atoms and positions in Å:
C (5.573, 1.716, 1.805)  -0.055
C (4.672, 0.858, 0.970)  -0.289
C (3.916, 1.392, -0.061)  -0.037
C (3.090, 0.599, -0.842)  -0.007
C (3.010, -0.763, -0.593)  -0.261
O (2.227, -1.650, -1.288)  -0.069
C (1.391, -1.158, -2.308)  -0.089
C (0.347, -0.123, -1.873)  -0.440
O (0.129, 0.841, -2.585)  0.061
N (-0.271, -0.304, -0.686)  0.025
C (-0.307, -1.560, 0.064)  -0.040
C (-1.703, -2.088, 0.105)  -0.260
C (-2.403, -2.902, -0.734)  -0.010
C (-3.738, -2.911, -0.257)  -0.020
C (-3.765, -2.094, 0.836)  -0.319
C (-4.865, -1.633, 1.719)  0.003
O (-2.530, -1.603, 1.064)  0.062
C (-1.201, 0.713, -0.208)  -0.316
C (-0.582, 2.111, -0.060)  -0.158
C (-1.677, 2.993, 0.509)  -0.185
S (-3.219, 2.262, -0.166)  0.692
O (-3.896, 3.182, -1.035)  -0.314
O (-3.987, 1.700, 0.915)  -0.321
C (-2.434, 0.899, -1.076)  -0.130
C (3.766, -1.313, 0.441)  -0.001
C (4.584, -0.511, 1.207)  -0.043
H (5.399, 2.770, 1.609)  0.073
H (6.617, 1.493, 1.582)  0.082
H (5.413, 1.524, 2.865)  0.079
H (3.967, 2.451, -0.267)  0.113
H (2.523, 1.059, -1.635)  0.108
H (1.975, -0.697, -3.114)  0.142
H (0.879, -2.036, -2.716)  0.142
H (0.353, -2.288, -0.399)  0.127
H (0.043, -1.363, 1.083)  0.147
H (-2.020, -3.432, -1.582)  0.110
H (-4.564, -3.448, -0.676)  0.108
H (-5.808, -2.056, 1.389)  0.087
H (-4.919, -0.544, 1.683)  0.070
H (-4.680, -1.929, 2.751)  0.087
H (-1.536, 0.394, 0.784)  0.144
H (-0.271, 2.468, -1.042)  0.116
H (0.294, 2.074, 0.589)  0.128
H (-1.618, 4.027, 0.190)  0.102
H (-1.752, 2.931, 1.591)  0.104
H (-3.102, 0.046, -1.091)  0.109
H (-2.182, 1.226, -2.080)  0.111
H (3.696, -2.374, 0.622)  0.118
H (5.165, -0.952, 2.004)  0.115